w:
A molecular structure, H4N2O2P. Source: OMol25; level of theory: the ωB97M-V functional and the def2-TZVPD basis.

Last column: Mulliken charge in e.
Element x y z (Å)
P (0.331, 1.069, 0.870)  0.819
O (0.844, 0.671, 2.250)  -0.675
O (-0.359, 2.385, 0.779)  -0.655
N (-1.058, -0.648, 0.083)  -0.743
N (1.458, 0.755, -0.289)  -0.553
H (-0.562, -1.467, 0.599)  0.159
H (1.634, -0.301, -0.250)  0.279
H (-2.049, -0.757, 0.340)  0.107
H (1.116, 1.015, -1.211)  0.262

Summary:
Gap between HOMO and LUMO in eV: 8.50
E_HOMO in eV: -4.05
Net charge: -1


x:
A gas-phase ion, H4N2O2P (charge -1). Source: OMol25; level of theory: the ωB97M-V functional and the def2-TZVPD basis.

Last column: Mulliken charge in e.
Element x y z (Å)
P (1.059, 0.000, -0.246)  0.649
O (2.243, 0.836, 0.025)  -0.687
O (1.078, -1.572, 0.192)  -0.793
N (-1.533, -0.022, 0.229)  -0.606
N (-0.357, 0.779, 0.355)  -0.343
H (0.673, 0.056, -1.597)  -0.038
H (-1.279, -0.990, 0.485)  0.300
H (-1.696, -0.064, -0.781)  0.256
H (-0.187, 0.976, 1.339)  0.262

Summary:
Gap between HOMO and LUMO in eV: 9.38
E_HOMO in eV: -4.59
Net charge: -1


Going by the computed energies, the most stable comes first: w, x.